# 1
A 2-piece molecular cluster, C2H11N4 overall in a non-equilibrium geometry. Source: the Open Molecules 2025 dataset; level of theory: ωB97M-V with the def2-TZVPD basis set.

Last column: Löwdin charge in e.
Geometry (Å):
N1 -1.8193 -2.2745 1.7735  0.2007
C1 -0.8819 -1.8801 0.9262  -0.1550
N2 -0.9772 -0.7954 0.2262  0.1938
H1 -2.6862 -1.7861 1.9120  0.1417
H2 -1.5633 -2.9996 2.4243  0.1408
H3 0.0586 -2.4215 0.8468  0.1721
H4 -0.2694 -0.4897 -0.4183  0.0890
H5 -1.9355 -0.4653 0.1060  0.1570
N3 1.7441 0.7507 -1.6818  -0.0274
C2 1.4089 2.1215 -1.1551  -0.2970
N4 0.5289 2.0179 0.0213  -0.0088
H6 1.8706 0.0202 -0.9966  0.0327
H7 1.0799 0.4008 -2.3715  0.0537
H8 2.3669 2.6361 -0.9836  0.1107
H9 0.8988 2.6432 -1.9885  0.1168
H10 -0.3647 1.6749 -0.2185  0.0173
H11 1.0464 1.4484 0.6867  0.0619

Forces on the atoms, in the same order (eV/Å):
1.2845 -0.3350 -0.5866
0.1982 -0.1782 1.0455
-1.6783 -0.1220 -0.4777
-0.1629 0.1498 0.0446
-0.3205 -0.2094 -0.0028
-0.2218 -0.1482 0.3702
0.3095 0.0883 -0.3011
0.5628 0.6409 -0.0887
-0.4405 0.4516 -0.7450
-0.5625 -1.6505 -0.7575
2.3441 1.3203 -0.0812
0.3637 0.2641 0.3500
0.2314 0.3296 0.0604
-0.6097 -0.1334 0.5097
0.2416 -0.1710 0.6011
-0.8346 -0.4012 -0.1366
-0.7049 0.1044 0.1957

Output
**Charge**: +1
**ΔE to the lowest compared entry with this formula, charge and spin**: 187.89 kJ/mol
**Total energy**: -301.5601 a.u.
**Orbital gap**: 7.91 eV

---

# 2
C69H81BrCdN4O4 as an isolated structure. Source: the Open Molecules 2025 dataset; level of theory: ωB97M-V with the def2-TZVPD basis set.

Last column: Löwdin charge in e.
Geometry (Å):
Cd1 -0.1834 1.1251 -0.1556  1.4050
C1 -1.5734 -2.2041 1.7847  -0.0874
O1 -1.5501 -1.5060 0.5573  -0.1203
C2 -2.6997 -1.4092 -0.1753  -0.2404
C3 -3.9440 -1.8929 0.2327  -0.0312
C4 -5.0563 -1.7867 -0.5929  -0.1114
C5 -4.9330 -1.1952 -1.8386  -0.1132
C6 -3.7037 -0.6958 -2.2343  -0.0424
C7 -2.5776 -0.7754 -1.4194  -0.2288
N1 -1.3204 -0.1933 -1.7518  0.0012
N2 -1.1851 -0.0350 -3.0163  0.0624
C8 -0.0760 0.3873 -3.6340  -0.1764
C9 1.2237 0.5988 -3.0306  -0.3696
O2 1.4555 0.6821 -1.8179  -0.0714
C10 2.3573 0.7029 -3.9572  0.0099
C11 2.2033 0.7861 -5.2857  -0.0392
C12 0.8986 0.7450 -5.8969  -0.1832
C13 0.7430 0.9121 -7.2778  -0.0651
C14 -0.5025 0.8899 -7.8639  -0.1241
C15 -1.6249 0.6980 -7.0530  -0.1091
C16 -1.4887 0.5306 -5.6943  -0.0336
C17 -0.2262 0.5396 -5.0736  -0.1021
H1 -2.1849 -1.6798 2.5244  0.1021
H2 -1.9370 -3.2270 1.6427  0.0921
H3 -0.5440 -2.2349 2.1353  0.0629
H4 -4.0622 -2.3446 1.2028  0.0987
H5 -6.0110 -2.1669 -0.2514  0.0911
H6 -5.7911 -1.1003 -2.4925  0.0914
H7 -3.5995 -0.1993 -3.1853  0.0910
H8 3.3318 0.7506 -3.4881  0.1124
H9 3.0667 0.8975 -5.9343  0.1026
H10 1.6291 1.0646 -7.8842  0.0993
H11 -0.6123 1.0280 -8.9320  0.0836
H12 -2.6144 0.6929 -7.4947  0.0894
H13 -2.3616 0.3954 -5.0739  0.0858
C18 6.4399 -2.2503 3.2299  -0.0549
C19 5.4458 -1.5613 4.1732  -0.5551
C20 6.2449 -0.6616 5.1196  -0.0751
C21 4.7328 -2.6213 5.0237  -0.0444
C22 4.4034 -0.7845 3.3670  -0.1889
C23 3.6763 -1.4036 2.3887  -0.0069
C24 2.6984 -0.7261 1.6187  -0.1878
N3 2.0129 -1.3015 0.6081  0.2090
C25 1.7606 -2.5778 0.5080  -0.1829
C26 1.7478 -3.5032 1.6087  0.0001
C27 1.2579 -4.7623 1.4840  -0.1616
C28 0.7036 -5.1533 0.2158  0.0175
C29 0.6603 -4.3719 -0.8900  -0.0776
C30 1.3519 -3.0675 -0.8467  -0.2739
O3 1.6721 -2.4504 -1.8542  0.0705
C31 -0.0266 -4.9014 -2.1542  -0.5344
C32 -0.3022 -3.8283 -3.2088  -0.0536
C33 -1.3865 -5.5236 -1.7915  -0.0534
C34 0.8687 -5.9791 -2.7836  -0.0490
C35 1.2210 -5.7022 2.6936  -0.5480
C36 2.6442 -5.8726 3.2406  -0.0455
C37 0.6900 -7.0950 2.3416  -0.0745
C38 0.3216 -5.1113 3.7872  -0.0396
C39 2.4894 0.6966 1.8144  -0.3021
O4 1.6663 1.3561 1.1291  -0.1394
C40 3.2573 1.3364 2.8749  -0.0767
C41 4.1441 0.5889 3.6010  0.0145
C42 3.1161 2.8431 3.0950  -0.5281
C43 3.9148 3.3261 4.3113  -0.0815
C44 1.6572 3.2567 3.3317  -0.0370
C45 3.6887 3.5545 1.8610  -0.0440
H14 7.2043 -2.7840 3.8013  0.0752
H15 6.9321 -1.5129 2.5947  0.0886
H16 5.9422 -2.9694 2.5810  0.0728
H17 6.9961 -1.2599 5.6411  0.0762
H18 5.6044 -0.2006 5.8716  0.0820
H19 6.7606 0.1306 4.5757  0.0854
H20 5.4479 -3.1813 5.6332  0.0785
H21 4.1960 -3.3270 4.3903  0.0541
H22 4.0040 -2.1494 5.6844  0.0866
H23 3.8987 -2.4318 2.1223  0.1066
H24 2.0079 -3.1205 2.5895  0.0991
H25 0.2488 -6.1317 0.1548  0.0867
H26 -0.9265 -3.0360 -2.8070  0.0783
H27 -0.8356 -4.2895 -4.0441  0.0808
H28 0.6105 -3.3686 -3.5759  0.0766
H29 -2.0130 -4.7928 -1.2793  0.0863
H30 -1.2936 -6.4038 -1.1550  0.0663
H31 -1.9010 -5.8307 -2.7044  0.0787
H32 1.8256 -5.5484 -3.0794  0.0883
H33 0.3897 -6.3971 -3.6726  0.0777
H34 1.0620 -6.7919 -2.0810  0.0734
H35 3.3053 -6.2643 2.4655  0.0901
H36 2.6519 -6.5635 4.0873  0.0802
H37 3.0517 -4.9202 3.5755  0.0535
H38 1.2700 -7.5530 1.5393  0.0838
H39 -0.3563 -7.0634 2.0354  0.0824
H40 0.7605 -7.7405 3.2199  0.0783
H41 0.6929 -4.1451 4.1250  0.0575
H42 0.2763 -5.7795 4.6511  0.0820
H43 -0.6918 -4.9661 3.4095  0.0859
H44 4.6982 1.0777 4.3853  0.0766
H45 3.5724 2.8451 5.2294  0.0850
H46 3.7666 4.4022 4.4220  0.0775
H47 4.9862 3.1487 4.1986  0.0744
H48 1.2561 2.7713 4.2218  0.0846
H49 1.0182 2.9908 2.4946  0.0611
H50 1.6094 4.3400 3.4782  0.0814
H51 4.7490 3.3151 1.7492  0.0830
H52 3.5894 4.6382 1.9691  0.0804
H53 3.1722 3.2417 0.9591  0.0684
Br1 0.5502 7.1911 -3.5203  0.6145
C46 0.2325 5.5826 -2.5193  -0.7065
C47 0.8418 5.4156 -1.2916  -0.1564
C48 0.6169 4.2320 -0.5933  -0.1474
C49 -0.2022 3.1998 -1.0613  -0.2157
C50 -0.8089 3.4535 -2.3001  -0.1720
C51 -0.6031 4.6151 -3.0399  -0.1568
H54 1.4849 6.1879 -0.8874  0.0858
H55 1.0964 4.1303 0.3695  0.0617
H56 -1.4905 2.7233 -2.7327  0.0780
H57 -1.0811 4.7543 -4.0011  0.0888
C52 -2.2047 2.4962 6.5333  -0.0735
C53 -1.6557 1.6798 5.3878  -0.3142
C54 -0.7694 0.6413 5.6304  -0.0727
C55 -0.2481 -0.0631 4.5383  -0.2844
C56 0.6986 -1.2090 4.7828  -0.0363
C57 -0.6074 0.2813 3.2564  -0.0524
C58 -1.5702 1.2883 2.9459  -0.3039
C59 -2.0522 1.9877 4.0970  -0.0250
N4 -1.9303 1.4484 1.6602  0.0339
C60 -3.0611 2.2971 1.2932  -0.4563
C61 -3.3224 2.0867 -0.2079  -0.1201
C62 -4.4682 2.9485 -0.7371  -0.2785
C63 -5.7576 2.5722 -0.0101  -0.1302
C64 -5.5502 2.7722 1.4911  -0.2933
C65 -5.2266 4.2446 1.7684  -0.1280
C66 -3.9589 4.6518 1.0086  -0.2876
C67 -4.1586 4.4264 -0.4917  -0.1186
C68 -2.7802 3.8036 1.4923  -0.0778
C69 -4.3933 1.8925 1.9769  -0.0805
H58 -1.8517 2.1154 7.4927  0.0592
H59 -3.2973 2.4801 6.5419  0.0679
H60 -1.8954 3.5408 6.4505  0.0705
H61 -0.4809 0.3820 6.6433  0.0867
H62 0.8422 -1.3710 5.8535  0.0709
H63 1.6725 -1.0258 4.3330  0.0603
H64 0.3091 -2.1345 4.3523  0.0466
H65 -0.1763 -0.2563 2.4188  0.0721
H66 -2.7379 2.8119 3.9937  0.0775
H67 -3.5562 1.0320 -0.3642  0.0910
H68 -2.4090 2.3152 -0.7517  0.0470
H69 -4.5854 2.7686 -1.8119  0.1358
H70 -6.0043 1.5251 -0.2139  0.1093
H71 -6.5923 3.1893 -0.3659  0.1101
H72 -6.4677 2.4937 2.0246  0.1286
H73 -5.0730 4.3922 2.8434  0.1136
H74 -6.0702 4.8771 1.4658  0.1083
H75 -3.7478 5.7118 1.1920  0.1315
H76 -3.2475 4.7076 -1.0271  0.1123
H77 -4.9778 5.0521 -0.8681  0.1113
H78 -2.5678 4.0254 2.5381  0.1004
H79 -1.8792 4.0450 0.9250  0.1072
H80 -4.5857 0.8431 1.7276  0.1186
H81 -4.3297 1.9521 3.0587  0.0969

Forces on the atoms, in the same order (eV/Å):
-0.3312 0.4658 0.4477
-0.2940 -0.0951 -0.0228
-0.1971 -0.0678 -0.4447
0.2795 -0.1328 0.3858
0.2481 0.0137 0.0318
0.0854 0.0255 -0.0107
-0.0292 -0.0135 0.0397
0.1514 0.0009 -0.0327
0.1050 -0.0017 -0.2891
0.2189 -0.1091 -0.2990
-0.4080 -0.2467 0.2200
0.0895 0.0351 0.0717
0.0731 0.0421 0.1267
-0.1139 -0.2285 -0.0821
0.0450 0.0707 -0.0381
0.0106 -0.0378 0.0709
-0.0373 0.0336 0.0199
-0.0058 -0.0149 -0.0249
-0.0024 -0.0048 -0.0223
0.0129 0.0120 -0.0448
-0.0469 -0.0334 0.0094
-0.0043 -0.0094 -0.0649
0.0012 -0.0305 -0.0146
-0.0281 -0.0688 -0.0420
-0.1188 -0.0823 -0.0625
0.1013 -0.0725 0.1828
-0.0122 0.0079 0.0144
-0.0031 0.0069 -0.0047
0.0412 0.0612 -0.1010
0.0015 -0.0060 0.0258
0.0130 0.0037 -0.0089
0.0306 0.0122 -0.0068
0.0017 0.0030 -0.0262
-0.0184 -0.0069 -0.0033
-0.0205 -0.0129 0.0089
-0.0133 0.0126 0.0219
-0.0027 0.0142 -0.0068
-0.0080 -0.0456 -0.0450
0.0185 0.0091 -0.0218
0.0247 0.0115 0.0702
0.1058 -0.0494 -0.0738
0.1250 0.2181 0.4294
-0.0445 -0.0600 -0.3717
-0.1872 0.0383 -0.0326
-0.1562 -0.2920 0.1877
0.1473 0.1578 0.1076
-0.0225 0.0855 -0.1769
-0.1193 -0.0604 0.1078
0.0652 0.1517 -0.1873
0.0448 -0.0988 0.2769
0.0037 -0.0766 -0.0356
0.0633 0.0022 -0.1142
0.0696 0.0190 -0.0144
-0.0118 0.0244 0.0213
-0.0557 -0.0098 0.0180
-0.0290 0.0040 -0.0333
0.0146 0.0563 0.0125
0.0320 -0.0299 -0.0504
0.0211 -0.0082 0.0657
-0.0453 -0.0142 0.1084
-0.0686 -0.0328 -0.0981
-0.1053 -0.0587 -0.0330
0.0642 -0.0253 0.0550
-0.0297 -0.0318 -0.0432
-0.0540 0.0284 -0.0803
-0.0345 0.0224 -0.0045
0.0216 -0.0313 0.0216
0.0291 0.0179 -0.0191
-0.0163 -0.0315 -0.0346
0.0082 -0.0120 0.0134
-0.0252 0.0309 0.0313
0.0261 0.0400 -0.0159
0.0283 -0.0388 0.0224
-0.0085 -0.0099 -0.0162
-0.0212 0.0077 0.0278
-0.0039 0.0704 0.0189
0.0209 -0.0486 -0.0672
-0.0091 -0.0502 -0.0029
-0.1002 0.1976 0.0655
-0.0470 -0.0225 -0.0135
-0.0550 -0.0300 -0.0194
-0.0391 0.0408 0.0241
0.0087 -0.0378 0.0437
-0.0068 -0.0163 -0.0307
0.0444 0.0148 -0.0117
-0.0134 -0.0055 -0.0420
0.0022 -0.0343 0.0283
0.0223 -0.0215 -0.0078
-0.0034 -0.0133 0.0458
0.0139 0.0339 0.0050
0.0250 -0.0395 -0.0290
-0.0395 -0.0024 -0.0255
-0.0071 -0.0024 0.0155
0.0230 -0.0151 0.0172
0.0031 -0.0233 0.0365
-0.0378 0.0090 0.0012
0.0439 0.0500 0.0417
-0.0004 -0.0266 0.0456
-0.0023 0.0238 -0.0013
0.0478 -0.0031 0.0055
-0.0491 -0.0690 0.0876
-0.0061 -0.0211 -0.0067
-0.0078 0.0307 0.0210
0.0404 0.0108 0.0027
-0.0198 0.0352 -0.0135
-0.0744 -0.0132 -0.0947
-0.0101 -0.0184 0.0233
0.0148 0.0754 -0.0345
-0.0043 0.0410 0.0257
-0.0559 0.0317 -0.0019
0.0514 -0.0110 -0.2784
-0.0178 0.0120 -0.0108
-0.0394 -0.0167 -0.0046
0.0016 0.0081 -0.0034
0.1609 -0.0565 0.1500
0.0430 -0.0426 -0.0086
-0.0031 0.0187 -0.0248
0.0019 -0.0119 -0.0274
-0.0186 -0.0158 0.0617
-0.0077 -0.0050 0.0188
0.0674 0.0750 0.0439
-0.0085 0.0305 -0.0106
0.1374 0.0580 -0.0181
-0.0968 0.0166 0.1773
0.0165 0.0147 -0.1254
0.2173 -0.1609 -0.3631
-0.0143 0.0536 0.0111
-0.0591 -0.0131 0.0496
-0.0033 0.0151 -0.0209
-0.0096 -0.0187 -0.0048
-0.0442 0.0092 -0.0054
0.0141 -0.0036 -0.0025
-0.0232 0.0229 -0.0114
0.0081 -0.0065 0.0040
-0.0427 -0.0618 0.0093
0.1226 0.0336 -0.0404
0.0083 -0.0106 0.0226
-0.0151 0.0071 0.0060
0.0007 0.0196 0.0078
0.0203 -0.0073 0.0266
0.0061 -0.0204 -0.0044
0.1669 0.0242 -0.0842
-0.0207 0.0016 0.0015
0.0791 0.1194 0.0404
-0.1057 0.0374 -0.0732
-0.0432 0.1793 0.1186
-0.0557 0.0092 -0.0100
0.0198 -0.0030 -0.0056
-0.0107 -0.0185 -0.0077
-0.0209 0.0088 -0.0046
0.0150 0.0024 0.0209
-0.0160 0.0127 0.0194
-0.0111 0.0095 -0.0092
0.0088 -0.0089 0.0079
0.0114 0.0191 -0.0189
-0.0091 0.0132 -0.0031
0.0065 0.0406 0.0005
0.0415 0.0242 -0.0374
0.0064 -0.0159 -0.0024
0.0525 0.0074 0.1712

Output
**Charge**: -2
**ΔE to the lowest compared entry with this formula, charge and spin**: 0.00 kJ/mol
**Total energy**: -5939.7005 a.u.
**Orbital gap (spin up / spin down)**: 4.77 / 4.77 eV

---

# 3
A 8-piece molecular cluster, C6H28NO8 overall in a non-equilibrium geometry. Source: the Open Molecules 2025 dataset; level of theory: ωB97M-V with the def2-TZVPD basis set.

Last column: Löwdin charge in e.
Geometry (Å):
C1 -1.1931 1.4389 -1.9852  -0.2190
C2 -2.1970 1.8198 -0.8358  -0.0968
C3 0.3571 1.6136 -1.6334  -0.2042
N1 0.6634 0.2266 -1.2461  -0.1238
C4 2.0886 -1.6660 -1.4702  -0.0649
C5 1.9675 -0.2206 -0.7155  -0.2643
C6 1.9058 -0.4756 0.9661  -0.3211
O1 0.6201 -0.5375 1.4222  -0.3481
H1 -1.4144 0.4201 -2.3617  0.0864
H2 -1.4545 2.1045 -2.8442  0.0955
H3 -2.4904 2.8147 -1.0733  0.0502
H4 -1.7536 1.8970 0.1602  0.0248
H5 -2.9927 1.0862 -0.6665  0.0711
H6 0.5097 2.3585 -0.7464  0.1141
H7 0.7686 1.9357 -2.6125  0.0951
H8 -0.0303 0.0762 -0.4497  0.1082
H9 1.2522 -2.2592 -1.0806  0.0642
H10 3.0222 -2.0937 -1.1971  0.0377
H11 1.9888 -1.6007 -2.5479  0.0344
H12 2.7724 0.5045 -0.9513  0.1193
H13 2.5399 0.3348 1.4077  0.0932
H14 2.5452 -1.3611 1.1970  0.0956
H15 -0.2675 -2.2244 2.2595  -0.0064
H16 0.0842 -1.9705 3.7120  0.0124
O2 -0.5309 -2.4521 3.1364  -0.0651
H17 0.8673 4.1643 1.1787  0.0116
H18 -0.4235 3.3339 1.0195  0.0696
O3 0.1157 4.1666 0.5718  -0.1696
H19 -1.0011 1.2018 2.2191  0.0924
H20 0.0159 0.9263 1.1476  -0.0022
O4 -0.3819 1.7070 1.6269  -0.1413
H21 0.3982 0.3277 -3.7477  -0.0644
H22 1.5982 -0.3067 -4.2684  0.0232
O5 0.6618 -0.2510 -4.3915  -0.0096
H23 -2.8233 -2.3022 2.6871  -0.0265
H24 -2.6755 -3.1256 1.3692  0.0774
O6 -3.3143 -2.5746 1.9351  -0.0921
H25 0.8950 0.1312 3.0872  -0.0285
H26 0.2078 -0.3304 4.3017  0.0283
O7 1.0820 0.0338 4.0343  -0.0934
H27 -0.5121 -1.7757 -2.0041  0.0148
H28 -0.6682 -2.6816 -3.2218  -0.0053
O8 -1.1493 -2.3713 -2.4860  -0.0727

Forces on the atoms, in the same order (eV/Å):
-0.4672 1.1038 0.0672
1.1030 -0.8053 0.0718
-1.9044 -0.1698 0.7151
-0.4914 0.2322 1.6533
-0.1650 2.1491 1.5623
-0.8093 -1.8801 0.0911
0.7457 0.4578 -1.7887
0.5190 -0.3137 -0.5623
0.5199 0.4107 0.3549
0.2764 -0.3358 0.5317
-1.0705 0.6707 0.0184
0.3264 -0.1371 -0.5261
-0.2351 0.3876 -0.6427
-0.1334 -0.8819 -2.0666
0.7002 -0.0904 0.8718
1.1596 -0.4045 -1.1121
0.3319 -0.0128 0.0047
0.8509 -0.8047 0.1505
0.0314 0.2062 -0.1019
-0.2946 -0.5324 -0.0612
-0.5822 0.1696 -0.0912
-0.5259 -0.1068 -0.3616
0.7175 0.9448 -1.2568
0.0056 -0.3498 -0.6233
-0.6468 -0.6388 1.8151
0.0359 0.1597 -0.1698
1.7986 2.4030 -1.5290
-1.6976 -2.4350 1.7763
0.8655 0.9491 -0.7265
0.4250 -0.3952 0.6313
-1.3552 -0.0399 1.1958
-1.3222 2.1312 2.8138
0.8218 -0.1394 0.0560
0.4812 -2.1594 -2.9972
1.1528 0.2404 0.9826
-1.3558 1.4164 1.4894
0.2483 -1.6669 -2.4966
0.3017 -0.1905 -0.9660
0.8957 0.6659 0.1830
-1.2111 -0.4341 1.0748
-0.8235 -0.5369 -0.7667
0.9257 -0.3871 -1.3575
-0.1486 1.1503 2.0930

Output
**Charge**: -1
**ΔE to the lowest compared entry with this formula, charge and spin**: 345.29 kJ/mol
**Total energy**: -902.0566 a.u.
**Orbital gap**: 8.24 eV

---

Question: Look up the ΔE to the lowest compared entry with this formula, charge and spin of the third one.
Answer: 345.29 kJ/mol

---

Question: Which of these has the highest ΔE to the lowest compared entry with this formula, charge and spin?
Answer: C6H28NO8